Record 1
Below is a structure of composition C25H44Cl3N4NdO3Si, with properties calculated with ωB97M-V/def2-TZVPD.

Values from the calculation:
Gap between HOMO and LUMO (alpha / beta) ... 8.48 / 8.49 eV
LUMO (alpha / beta) ... 0.25 / 0.25 eV
E_tot ... -3655.5284 Ha
M ... 727.3 u
Relative energy (zero: lowest compared OMol25 entry of this formula, charge and spin) ... 0.0 kcal/mol
Multiplicity ... 4
HOMO energy (alpha / beta) ... -0.303 / -0.303 hartree
⟨S²⟩ ... 3.753

Geometry (Å):
C -1.529 -2.366 -4.088
C -1.083 -3.170 -2.907
H -1.491 -2.959 -5.008
H -0.918 -1.458 -4.206
H -2.570 -2.045 -3.961
C -0.468 -4.361 -2.977
C -0.258 -5.130 -4.236
H -0.111 -4.871 -2.075
H -0.184 -4.477 -5.118
H -1.053 -5.858 -4.435
H 0.676 -5.698 -4.125
Nd -0.039 0.599 -0.389
Cl -2.630 1.219 -0.443
Cl 1.420 2.127 -1.866
H 0.797 5.253 3.403
H -1.353 6.108 2.486
C 1.092 4.872 2.419
C -1.041 5.787 1.485
N -0.095 4.680 1.587
H 1.624 3.923 2.515
C -0.319 3.518 0.985
O 0.398 2.500 1.158
H -1.914 5.456 0.912
H -1.195 3.484 0.305
H 1.754 5.626 1.979
H -0.581 6.651 0.988
H 1.315 -1.486 -3.184
H 2.248 -4.109 -1.939
C 2.373 -1.301 -2.914
C 3.126 -3.446 -1.874
N 2.722 -2.053 -1.713
H 2.524 -0.224 -2.736
C 2.660 -1.518 -0.488
O 2.270 -0.346 -0.242
H 3.728 -3.742 -1.007
H 2.999 -2.196 0.306
H 3.026 -1.654 -3.729
H 3.720 -3.545 -2.789
O -0.534 -1.352 -1.459
C -1.295 -2.485 -1.562
C 0.138 -3.636 0.189
C -1.110 -3.441 -0.392
H 0.969 -3.038 -0.196
C 0.276 -4.549 1.239
H -2.377 -2.230 -1.547
C -2.218 -4.162 0.050
H 1.242 -4.638 1.734
C -0.829 -5.291 1.660
C -2.075 -5.100 1.067
H -3.181 -3.958 -0.422
H -0.728 -6.021 2.466
H -2.950 -5.660 1.407
Si -0.530 3.728 -4.307
Cl -1.025 1.648 -4.281
C 1.265 4.238 -4.052
C -1.647 4.412 -2.942
C -0.927 4.393 -6.050
H 1.794 3.606 -3.313
H 1.279 5.256 -3.632
H 1.873 4.198 -4.968
H -0.149 4.109 -6.772
H -0.930 5.483 -5.996
H -1.896 4.061 -6.436
H -1.540 3.782 -2.045
H -2.710 4.399 -3.256
H -1.364 5.441 -2.671
C 2.830 -1.685 4.301
C 1.591 -1.458 3.536
C 0.291 -1.946 3.708
C -0.490 -1.319 2.705
N 0.292 -0.534 1.933
N 1.540 -0.614 2.490
C -1.935 -1.500 2.465
H 2.793 -1.174 5.274
H 2.975 -2.755 4.496
H 3.693 -1.307 3.741
H -0.051 -2.672 4.431
H 2.310 -0.129 2.043
H -2.474 -1.478 3.429
H -2.334 -0.709 1.810
H -2.128 -2.477 1.988


Record 2
Below is a cluster of 3 separate species, C3H18N12 in total, with properties calculated with ωB97M-V/def2-TZVPD.

Values from the calculation:
Gap between HOMO and LUMO (alpha / beta) ... 4.05 / 4.05 eV
LUMO (alpha / beta) ... -8.35 / -8.35 eV
E_tot ... -781.1902 Ha
M ... 222.3 u
Relative energy (zero: lowest compared OMol25 entry of this formula, charge and spin) ... 12.7 kcal/mol
Multiplicity ... 1
HOMO energy (alpha / beta) ... -0.456 / -0.456 hartree
Net charge ... +2

Geometry (Å):
C -9.924 2.597 -0.518
C 2.188 -2.761 0.718
C 4.563 0.827 0.794
N 7.860 1.999 0.449
N 3.023 -0.205 -1.737
N -8.239 -0.156 0.037
N 2.569 -1.443 -1.281
N 6.640 1.898 0.284
N 4.376 -0.014 -1.440
N -9.402 0.124 0.099
N 2.776 -1.572 0.162
N 5.874 1.303 1.166
N 4.711 -0.320 -0.091
N -10.431 -0.599 0.394
N 4.153 -1.488 0.425
H -9.091 2.611 -1.192
H -10.910 2.399 -0.892
H -9.792 2.930 0.493
H 2.652 -3.678 0.337
H 2.317 -2.715 1.798
H 1.125 -2.770 0.480
H 4.021 1.640 0.298
H 4.041 0.532 1.707
H 8.373 2.535 -0.247
H 2.460 0.597 -1.444
H -7.910 -1.110 0.242
H 1.594 -1.586 -1.521
H 6.102 2.274 -0.529
H 4.916 -0.625 -2.055
H -11.343 -0.170 0.400
H -10.349 -1.590 0.623
H 6.376 0.846 1.924
H 4.680 -2.311 0.116


Record 3
Below is a structure of composition C17H35As3F8N2O5PtS2, with properties calculated with ωB97M-V/def2-TZVPD.

Values from the calculation:
Gap between HOMO and LUMO ... 5.28 eV
LUMO ... -8.05 eV
E_tot ... -9575.7837 Ha
M ... 983.4 u
Relative energy (zero: lowest compared OMol25 entry of this formula, charge and spin) ... 18.7 kcal/mol
Multiplicity ... 1
HOMO energy ... -0.490 hartree
Net charge ... +2

Geometry (Å):
Pt -1.384 -0.080 0.338
C -0.172 2.750 2.403
As 0.237 0.975 1.814
C 0.341 -0.091 3.413
C 2.084 0.890 1.225
C 2.535 1.447 -0.124
C 1.892 2.816 -0.372
C 2.163 0.442 -1.210
As 0.270 0.331 -1.678
C 0.093 1.681 -3.058
C 0.316 -1.287 -2.744
C 4.069 1.654 -0.081
As 5.513 0.284 0.064
C 4.813 -0.971 1.410
C 5.220 -0.846 -1.513
H -0.338 3.421 1.569
H 0.704 3.067 2.972
H -1.054 2.713 3.037
H 1.132 0.360 4.013
H 0.616 -1.108 3.158
H -0.592 -0.068 3.962
H 2.364 -0.155 1.343
H 2.541 1.444 2.053
H 0.794 2.763 -0.409
H 2.229 3.236 -1.321
H 2.168 3.523 0.412
H 2.454 -0.562 -0.900
H 2.688 0.656 -2.142
H 0.971 1.604 -3.699
H 0.027 2.674 -2.629
H -0.802 1.484 -3.642
H 1.143 -1.216 -3.449
H -0.614 -1.402 -3.294
H 0.469 -2.155 -2.106
H 4.283 2.340 0.746
H 4.353 2.206 -0.982
H 4.547 -0.447 2.328
H 5.617 -1.663 1.655
H 3.965 -1.556 1.045
H 5.257 -0.243 -2.421
H 4.293 -1.419 -1.482
H 6.052 -1.549 -1.560
F -4.835 2.910 -2.017
C -4.524 3.349 -0.808
F -5.393 2.907 0.080
F -4.463 4.660 -0.797
S -2.829 2.735 -0.358
O -2.634 3.007 1.022
O -1.915 3.180 -1.353
N -2.988 1.048 -0.401
S -3.234 0.164 -1.767
O -3.101 0.832 -3.005
O -2.423 -1.030 -1.454
C -4.968 -0.501 -1.597
F -5.027 -1.165 -0.444
F -5.851 0.466 -1.606
F -5.151 -1.324 -2.605
C -0.575 -5.158 1.037
N -0.966 -3.750 0.820
C -2.398 -3.573 0.566
C -0.045 -2.839 0.894
O -0.055 -1.567 0.763
H -0.770 -5.725 0.129
H -1.168 -5.566 1.853
H 0.479 -5.226 1.292
H -2.941 -3.585 1.507
H -2.727 -4.408 -0.048
H -2.588 -2.656 0.027
H 0.952 -3.230 1.089
F -2.565 0.601 2.834
C -2.632 -0.423 1.948
F -2.241 -1.545 2.611
H -3.676 -0.529 1.646


Record 4
Below is a structure of composition C8H10F3NNiO3S, with properties calculated with ωB97M-V/def2-TZVPD.

Values from the calculation:
Gap between HOMO and LUMO (alpha / beta) ... 3.09 / 5.34 eV
LUMO (alpha / beta) ... 5.43 / 5.42 eV
E_tot ... -2797.2623 Ha
M ... 315.9 u
Relative energy (zero: lowest compared OMol25 entry of this formula, charge and spin) ... 6.9 kcal/mol
Multiplicity ... 3
HOMO energy (alpha / beta) ... 0.086 / 0.003 hartree
⟨S²⟩ ... 2.006
Net charge ... -2

Geometry (Å):
C 3.315 -0.978 -0.427
C 2.832 -1.470 -1.711
C 1.516 -2.046 -1.491
C 1.201 -1.905 -0.098
C 2.302 -1.271 0.557
Ni 1.634 0.025 -1.049
N -1.346 2.309 0.428
C -2.136 3.194 -0.175
C -1.129 2.161 -0.949
H 0.904 -2.589 -2.209
H 3.374 -1.488 -2.639
H 0.340 -2.355 0.404
H 2.401 -1.185 1.639
H 4.290 -0.581 -0.210
H -0.176 2.579 -1.320
H -1.771 4.226 -0.150
H -1.703 1.582 1.049
H -1.534 1.322 -1.524
H -3.217 3.072 -0.113
F -4.782 -0.544 2.110
C -4.064 -1.572 1.582
F -3.764 -2.437 2.580
F -4.847 -2.213 0.677
S -2.526 -0.935 0.739
O -3.087 -0.003 -0.224
O -1.807 -0.310 1.843
O -1.889 -2.131 0.172